Below is a structure of composition C13H10F5NOSr, with properties calculated with ωB97M-V/def2-TZVPD.

The geometry in ORCA input format:
```
! wB97M-V def2-TZVPD RIJCOSX def2/J DEFGRID3
* xyz -2 1
C 1.046 -3.189 -1.485
C 0.344 -3.607 -0.314
C 1.093 -3.178 0.822
C 2.258 -2.503 0.351
C 2.235 -2.522 -1.073
Sr -0.194 -0.663 -0.551
N 0.088 -0.694 -2.796
C -1.762 -0.721 -2.190
C -2.282 -1.780 -1.388
H 0.851 -3.396 1.865
H -0.581 -4.187 -0.301
H 3.061 -2.098 0.972
H 3.005 -2.131 -1.741
H 0.737 -3.371 -2.515
H -2.246 -2.791 -1.783
H -1.927 0.314 -1.813
H 0.022 -0.056 -3.607
H -3.066 -1.559 -0.660
H -2.259 -0.798 -3.168
F 1.213 5.180 3.250
C 0.598 4.225 2.530
C 1.267 3.027 2.251
F 2.520 2.826 2.715
C 0.636 2.068 1.497
F 1.314 0.896 1.188
C -0.696 2.232 1.012
O -1.300 1.323 0.335
C -1.343 3.463 1.326
F -2.600 3.647 0.880
C -0.703 4.438 2.061
F -1.328 5.605 2.329
*
```

Summary:
* LUMO energy: 4.72 eV

Below is the molecule C4H10N2, with properties calculated with ωB97M-V/def2-TZVPD.

The geometry in ORCA input format:
```
! wB97M-V def2-TZVPD RIJCOSX def2/J DEFGRID3
* xyz 0 1
C 1.843 -0.186 1.127
C 0.920 0.330 0.322
N 1.257 1.284 -0.637
C -0.560 0.187 0.624
C -1.480 0.008 -0.559
N -1.755 -1.414 -0.882
H 2.847 0.229 0.982
H 1.799 -0.855 1.968
H 0.727 1.705 -1.378
H 2.248 1.196 -0.818
H -0.774 1.000 1.326
H -0.666 -0.650 1.326
H -1.164 0.452 -1.502
H -2.461 0.464 -0.390
H -1.045 -1.796 -1.491
H -1.737 -1.955 -0.017
*
```

Summary:
* LUMO energy: 1.05 eV
* relative energy (zero: lowest compared OMol25 entry of this formula, charge and spin): 1.297 eV
* structure (SMILES): C=C(N)CCN

| no. | largest force on an atom (eV/A) | highest occupied orbital energy (eV) | calculated total energy (a.u.) |
| --- | --- | --- | --- |
| 1 | 5.3 | 1.07 | -1161.2497 |
| 2 | 1.8 | -8.10 | -267.8777 |